{
  "formula": "C5H6O",
  "method": "ωB97M-V with the def2-TZVPD basis set",
  "symbols": ["C", "C", "O", "C", "C", "C", "H", "H", "H", "H", "H", "H"],
  "positions_angstrom": [[0.2584, 0.4809, -1.4291], [0.8318, 0.7990, -0.0785], [-0.2530, 1.4623, 0.6761], [0.2028, 0.2015, 1.0979], [-0.6298, -0.9793, 0.9666], [-1.2495, -2.0092, 0.9113], [-0.6354, 1.0569, -1.1994], [-0.0417, -0.5595, -1.5943], [0.8027, 0.8888, -2.2854], [1.7979, 1.2948, 0.0089], [0.7243, 0.2814, 2.0405], [-1.8085, -2.9175, 0.8854]],
  "atomic_forces_ev_per_a": [[-0.27, 0.15, 0.02], [-0.29, 0.54, 0.08], [0.64, 0.22, 0.17], [0.29, -0.37, 0.44], [-0.35, -0.40, 0.11], [0.20, 0.40, 0.05], [-0.61, -0.19, -1.55], [0.37, 0.15, 0.11], [-0.04, -0.11, 0.29], [-0.19, -0.18, 0.12], [0.17, -0.35, 0.21], [0.06, 0.13, -0.04]],
  "lowdin_charge": [-0.035, -0.248, -0.038, -0.316, -0.066, 0.136, 0.090, 0.079, 0.081, 0.142, 0.143, 0.031],
  "smiles": "C#C[C@@H]1O[C@@H]1C",
  "e_above_lowest_kj_mol": 311.96,
  "e_homo_ev": -10.1,
  "largest_force_ev_per_a": 1.671,
  "energy_ha": -269.2274
}


{
  "formula": "C3H4KO3",
  "method": "ωB97M-V with the def2-TZVPD basis set",
  "symbols": ["C", "O", "C", "C", "O", "O", "H", "H", "H", "H", "K"],
  "positions_angstrom": [[0.0414, -0.6323, 0.0230], [-1.9555, 0.5605, 0.4920], [-1.1463, 0.6798, 1.5319], [-1.0726, 0.0354, -0.6874], [-0.1431, -0.1893, 1.4236], [-0.9884, 1.7162, 2.1561], [-0.1631, -1.7151, 0.1020], [-0.8600, 0.9469, -1.2671], [-1.6125, -0.6403, -1.3585], [4.8637, -0.7305, -1.8074], [3.0364, -0.0314, -0.6082]],
  "atomic_forces_ev_per_a": [[0.61, -1.17, 0.14], [-1.49, -0.41, -1.91], [3.50, 1.69, -2.22], [-0.82, 0.53, 1.06], [0.60, -0.10, 1.07], [-1.65, -0.77, 1.32], [-0.14, 0.21, -0.26], [-0.01, 0.03, 0.43], [-0.36, 0.08, 0.31], [0.35, -0.05, -0.18], [-0.59, -0.04, 0.24]],
  "lowdin_charge": [-0.276, -0.011, -0.658, -0.162, -0.086, 0.065, 0.034, 0.091, 0.096, -0.352, 0.259],
  "charge": -1,
  "e_above_lowest_kj_mol": 224.11,
  "e_homo_ev": -3.1,
  "largest_force_ev_per_a": 4.475,
  "energy_ha": -942.2797
}


{
  "formula": "C30H55BMnN6Sb",
  "method": "ωB97M-V with the def2-TZVPD basis set",
  "symbols": ["Mn", "C", "C", "C", "C", "C", "C", "C", "C", "C", "N", "N", "B", "N", "N", "C", "C", "C", "C", "C", "C", "C", "C", "C", "N", "N", "C", "C", "C", "C", "C", "C", "C", "C", "C", "H", "H", "H", "H", "H", "H", "H", "H", "H", "H", "H", "H", "H", "H", "H", "H", "H", "H", "H", "H", "H", "H", "H", "H", "H", "H", "H", "H", "H", "H", "H", "H", "H", "H", "H", "H", "H", "H", "H", "H", "H", "H", "H", "H", "H", "H", "C", "Sb", "C", "C", "H", "H", "H", "H", "H", "H", "H", "H", "H"],
  "positions_angstrom": [[0.0075, -0.2514, -0.4045], [1.3755, 3.1144, -3.1202], [0.0723, 2.5903, -2.5060], [-0.0980, 1.1004, -2.8043], [0.0374, 2.8721, -1.0335], [0.0511, 4.1020, -0.3848], [0.0653, 3.8175, 0.9780], [0.1646, 4.9425, 1.9868], [1.5292, 5.6352, 1.8255], [-0.0768, 4.6494, 3.4634], [0.0346, 2.4708, 1.1067], [0.0256, 1.9061, -0.1245], [0.0042, 1.4869, 2.3267], [1.3040, 0.6010, 2.2312], [1.5045, -0.1487, 1.1147], [2.7097, -0.7072, 1.1809], [3.3155, -0.3097, 2.3701], [2.4135, 0.5351, 3.0009], [2.8108, 1.3083, 4.2302], [3.3142, 2.6974, 3.8145], [1.7839, 1.4003, 5.3536], [3.3065, -1.5809, 0.1077], [4.7607, -1.1743, -0.1546], [2.5378, -1.5464, -1.2143], [-1.2936, 0.5898, 2.2193], [-1.5064, -0.1305, 1.0842], [-2.6831, -0.7450, 1.1741], [-3.2559, -0.4193, 2.3993], [-2.3678, 0.4377, 3.0309], [-2.7407, 1.0871, 4.3374], [-1.6510, 1.1487, 5.4016], [-3.3662, 2.4629, 4.0787], [-3.2815, -1.6340, 0.1140], [-4.7606, -1.2864, -0.0893], [-2.5702, -1.5732, -1.2383], [1.4017, 2.9103, -4.1917], [2.2371, 2.6355, -2.6504], [1.4646, 4.1902, -2.9789], [-0.7619, 3.1294, -2.9622], [0.7649, 0.5370, -2.4075], [-0.1126, 0.9151, -3.8768], [-1.0429, 0.7256, -2.3943], [0.0489, 5.0790, -0.8395], [-0.6017, 5.6559, 1.6712], [2.3398, 4.9527, 2.0878], [1.5812, 6.5021, 2.4850], [1.6918, 5.9722, 0.8032], [0.7014, 4.0176, 3.8871], [-1.0379, 4.1731, 3.6282], [-0.0732, 5.5938, 4.0078], [-0.0069, 2.0787, 3.3452], [4.2901, -0.5776, 2.7406], [3.6703, 0.7624, 4.6239], [2.5143, 3.2697, 3.3468], [4.1370, 2.6126, 3.1040], [3.6707, 3.2423, 4.6901], [1.0228, 2.1417, 5.1251], [2.2820, 1.7096, 6.2729], [1.3012, 0.4387, 5.5292], [3.3013, -2.6117, 0.4774], [4.8000, -0.1723, -0.5848], [5.2281, -1.8729, -0.8496], [5.3437, -1.1716, 0.7633], [2.6551, -0.5757, -1.7022], [1.4677, -1.7703, -1.0776], [2.9160, -2.3113, -1.8918], [-4.2003, -0.7480, 2.7978], [-3.5372, 0.4525, 4.7306], [-0.9240, 1.9204, 5.1678], [-1.1360, 0.1916, 5.4921], [-2.1008, 1.3918, 6.3647], [-2.6419, 3.1334, 3.6244], [-3.7073, 2.8996, 5.0185], [-4.2209, 2.3774, 3.4072], [-3.2230, -2.6643, 0.4813], [-4.8574, -0.2831, -0.5068], [-5.3068, -1.3173, 0.8504], [-5.2243, -1.9973, -0.7741], [-2.7811, -0.6265, -1.7388], [-2.9160, -2.3803, -1.8832], [-1.4814, -1.7078, -1.1458], [-0.0288, -4.2890, -1.3982], [-0.0292, -3.5163, 0.6213], [1.5987, -4.7928, 1.2347], [-1.6390, -4.8139, 1.2392], [-0.0246, -5.3773, -1.3538], [0.8585, -3.9526, -1.9340], [-0.9201, -3.9586, -1.9310], [1.2179, -5.8090, 1.3215], [2.0056, -4.4720, 2.1915], [2.3837, -4.7714, 0.4801], [-1.2422, -5.8227, 1.3399], [-2.4196, -4.8147, 0.4796], [-2.0592, -4.4914, 2.1898]],
  "atomic_forces_ev_per_a": [[0.00, 0.75, 1.34], [-0.13, -0.04, -0.04], [0.12, -0.11, 0.03], [-0.03, 0.18, 0.09], [-0.04, 0.28, 0.17], [0.01, -0.11, 0.02], [-0.07, 0.28, -0.40], [0.17, -0.09, 0.20], [-0.08, -0.03, -0.03], [-0.06, 0.00, -0.12], [0.00, 0.00, 0.38], [-0.02, -0.40, -0.66], [0.02, -0.12, -0.17], [-0.12, 0.25, 0.04], [-0.07, -0.48, -0.54], [0.12, 0.18, 0.20], [-0.11, -0.01, 0.00], [0.41, -0.30, -0.02], [-0.20, 0.22, 0.03], [0.04, -0.15, 0.08], [0.09, -0.01, -0.07], [-0.14, 0.08, -0.07], [-0.07, -0.13, 0.00], [0.09, 0.16, 0.17], [0.12, 0.30, 0.06], [0.02, -0.45, -0.60], [-0.07, 0.14, 0.22], [0.08, 0.01, -0.01], [-0.34, -0.35, -0.02], [0.20, 0.23, 0.05], [-0.10, 0.01, -0.09], [-0.03, -0.15, 0.06], [0.13, 0.08, -0.08], [0.08, -0.13, 0.00], [-0.12, 0.20, 0.18], [0.03, 0.01, 0.01], [0.02, 0.01, 0.00], [0.03, -0.01, 0.02], [-0.03, -0.06, -0.04], [0.03, 0.00, -0.12], [0.00, -0.09, 0.00], [-0.05, -0.05, -0.04], [0.03, 0.01, 0.05], [-0.01, 0.00, -0.01], [-0.02, 0.06, -0.02], [0.03, -0.01, 0.00], [0.01, 0.00, -0.01], [-0.03, 0.04, 0.03], [-0.01, -0.03, 0.07], [0.00, 0.00, 0.01], [0.00, -0.03, -0.04], [0.01, 0.03, 0.00], [0.00, -0.07, -0.04], [0.03, -0.01, 0.02], [-0.01, 0.04, -0.02], [-0.03, 0.04, -0.03], [0.02, -0.04, 0.06], [-0.01, -0.01, 0.01], [-0.03, 0.04, 0.03], [-0.01, 0.03, 0.02], [0.02, 0.01, 0.01], [0.02, 0.04, -0.02], [0.03, -0.02, 0.01], [-0.01, 0.02, -0.01], [0.06, -0.14, -0.10], [-0.04, 0.02, -0.07], [-0.02, 0.03, 0.00], [0.01, -0.08, -0.04], [-0.02, -0.01, 0.06], [0.03, 0.04, 0.03], [0.02, -0.01, 0.01], [-0.01, 0.06, -0.04], [0.02, 0.04, -0.02], [0.00, 0.03, 0.00], [0.01, 0.05, 0.03], [-0.02, 0.01, 0.01], [-0.04, -0.02, 0.00], [-0.02, 0.04, -0.02], [0.04, 0.03, -0.02], [0.03, 0.02, -0.06], [-0.03, -0.15, -0.10], [0.00, 0.00, 0.17], [0.00, -0.51, -0.23], [-0.17, 0.16, 0.07], [0.16, 0.15, 0.07], [0.00, 0.00, -0.04], [-0.03, -0.02, -0.03], [0.03, -0.03, -0.03], [0.03, -0.01, 0.00], [0.02, -0.02, -0.01], [-0.01, 0.02, 0.00], [-0.02, -0.01, 0.00], [0.02, 0.02, -0.01], [-0.01, -0.01, 0.00]],
  "lowdin_spin": [4.670, 0.001, 0.002, 0.022, 0.009, 0.002, 0.006, 0.001, 0.000, 0.000, 0.002, 0.043, 0.001, 0.003, 0.041, 0.011, 0.003, 0.007, 0.001, 0.001, 0.000, 0.002, 0.001, 0.018, 0.003, 0.041, 0.011, 0.003, 0.007, 0.001, 0.000, 0.001, 0.002, 0.001, 0.018, 0.000, 0.000, 0.000, 0.001, 0.006, 0.002, 0.005, 0.000, 0.000, 0.000, 0.000, 0.000, 0.000, 0.000, 0.000, 0.000, 0.000, 0.000, 0.000, 0.000, 0.000, 0.000, 0.000, 0.000, 0.000, 0.000, 0.000, 0.000, 0.002, 0.007, 0.001, 0.000, 0.000, 0.000, 0.000, 0.000, 0.000, 0.000, 0.000, 0.000, 0.000, 0.000, 0.000, 0.001, 0.001, 0.007, -0.001, 0.017, 0.006, 0.007, 0.000, 0.000, 0.000, 0.000, 0.000, 0.000, 0.001, 0.000, 0.000],
  "charge": 1,
  "multiplicity": 6,
  "e_homo_ev": [-11.0, -11.1],
  "s_squared": 8.75,
  "largest_force_ev_per_a": 1.535,
  "energy_ha": -2920.6764
}


{
  "formula": "C3H7N3OS",
  "method": "ωB97M-V with the def2-TZVPD basis set",
  "symbols": ["C", "C", "C", "N", "N", "N", "O", "S", "H", "H", "H", "H", "H", "H", "H"],
  "positions_angstrom": [[1.6115, 0.3224, 0.2484], [-2.5070, 1.2543, 0.7983], [1.8599, -1.2339, -1.5607], [-0.2417, 0.7046, 1.5062], [-1.2628, 0.5300, 0.5448], [1.1755, -0.7244, -0.3804], [2.5360, 0.9898, 0.5316], [-0.9756, -0.8894, 1.6225], [-2.6390, 1.9752, -0.0328], [-3.2112, 0.4255, 0.7698], [-2.5335, 1.6483, 1.7972], [1.4873, -2.2345, -1.6616], [1.5970, -0.5944, -2.3413], [2.8923, -1.1707, -1.2992], [0.2114, -1.0028, -0.5428]],
  "atomic_forces_ev_per_a": [[-2.36, 0.50, 2.54], [0.04, -1.08, -0.47], [0.57, -0.08, 1.80], [1.82, -0.38, -1.55], [1.08, -0.89, 0.12], [0.19, -0.06, -1.16], [-0.48, -0.57, -0.73], [-0.55, 0.88, -0.17], [-0.09, -0.28, 0.74], [-0.77, 0.57, -0.33], [0.04, 0.62, 0.38], [0.26, -0.55, -0.50], [-0.11, 0.64, -1.77], [0.95, -0.39, -0.56], [-0.59, 1.06, 1.66]],
  "lowdin_charge": [-0.300, -0.164, -0.020, -0.331, -0.538, -0.038, 0.157, 0.702, 0.085, 0.054, 0.062, 0.094, 0.078, 0.091, 0.068],
  "e_above_lowest_kj_mol": 544.71,
  "e_homo_ev": [-7.6, -7.6],
  "largest_force_ev_per_a": 3.502,
  "energy_ha": -756.0268
}


{
  "formula": "C3H4NdO3",
  "method": "ωB97M-V with the def2-TZVPD basis set",
  "symbols": ["O", "C", "C", "H", "H", "H", "Nd", "O", "C", "O", "H"],
  "positions_angstrom": [[-1.9562, 0.5135, -0.4885], [-1.0722, 0.6824, -1.3060], [0.3669, 0.4305, -1.0011], [-1.0617, 1.4446, -2.1393], [0.9954, 1.3206, -1.1442], [0.7646, -0.3493, -1.6671], [-1.7187, -0.3305, 1.6948], [0.3448, -0.0747, 0.3896], [1.3513, -0.6773, 1.0170], [0.7197, -1.1827, 2.0554], [1.2660, -1.7772, 2.5896]],
  "atomic_forces_ev_per_a": [[-1.12, -1.22, 1.66], [3.04, 3.37, -0.99], [-0.01, -1.39, 0.09], [-1.46, -1.18, -0.16], [-0.17, 0.09, 0.35], [0.14, -0.03, 0.04], [0.41, 0.31, -1.13], [-1.74, 0.62, -0.12], [1.76, -0.40, -0.77], [-1.54, 0.07, 0.53], [0.68, -0.24, 0.48]],
  "lowdin_spin": [-0.017, -0.001, -0.002, -0.001, 0.000, 0.000, 3.039, -0.008, -0.005, -0.004, 0.000],
  "charge": 3,
  "multiplicity": 4,
  "e_above_lowest_kj_mol": 147.96,
  "e_homo_ev": [-23.0, -23.1],
  "s_squared": 3.76,
  "largest_force_ev_per_a": 4.645,
  "energy_ha": -902.4862
}